1.
DFT (wB97M-V/def2-TZVPD) results for a structure of composition C40H25Br2F5N4O8S2Zr.

Summary:
**Frontier orbital gap**: 6.892 eV
**Total charge**: -2
**E_LUMO**: 3.695 eV
**ΔE to the lowest compared entry with this formula, charge and spin**: 0.00 kJ/mol

```
87
Properties=species:S:1:pos:R:3:mulliken_charge:R:1
Zr 0.480 -0.794 0.208 1.106
Br 0.571 -4.950 2.868 -0.203
Br -4.101 -3.703 5.789 -0.310
S -2.064 6.031 0.458 1.097
S -1.197 2.593 -1.595 -0.318
F 6.988 0.828 3.432 -0.347
F 3.116 1.659 0.884 -0.353
F 5.431 2.515 1.958 -0.337
F 3.874 -2.632 2.728 -0.338
F 6.182 -1.748 3.800 -0.345
O -1.020 6.981 0.758 -0.703
O -3.203 6.032 1.345 -0.690
O -1.211 -0.995 -0.879 -0.023
O 0.278 0.853 1.476 -0.314
O 0.498 0.053 3.573 -0.579
O -0.153 -2.370 1.426 0.633
O 2.298 -0.978 1.250 0.777
O 1.292 -2.451 -0.824 -0.350
N 2.257 0.015 -1.363 0.688
N -2.152 -0.659 1.884 1.107
N 0.149 0.002 -2.923 0.335
N -1.478 4.532 0.244 -0.406
C -2.858 -3.241 4.413 0.081
C -4.080 -1.119 3.826 -1.075
C -1.715 -1.868 -1.716 0.330
C 4.225 -1.355 2.538 -0.257
C -2.761 -3.791 -3.485 -0.762
C 3.382 -0.523 1.778 0.241
C -2.625 4.983 -3.239 -0.463
C 1.232 0.814 -3.405 -1.149
C -3.126 0.203 2.050 0.325
C 2.833 -4.191 -0.423 -0.795
C -3.243 -3.686 -2.180 -0.629
C 5.034 1.247 2.152 0.146
C -0.978 -2.640 2.378 -0.265
C 4.922 -2.455 -0.995 -0.309
C -3.555 7.218 -3.176 -0.371
C -1.765 -2.926 -3.898 -0.600
C -3.143 1.415 1.170 -0.874
C -0.883 -3.776 3.168 0.137
C -1.244 -1.953 -3.048 0.841
C 3.846 0.797 1.609 -0.215
C 3.605 -1.989 -1.060 0.610
C -4.124 -0.011 3.032 -1.042
C -2.090 -1.762 2.654 -0.267
C 3.340 -0.641 -1.531 -0.857
C 5.411 -0.910 3.084 0.257
C 2.073 1.206 -2.183 -0.913
C 0.317 0.949 2.774 -0.348
C -3.035 -2.054 3.662 0.317
C -1.809 -4.078 4.176 -0.455
C -2.308 5.105 -1.896 0.220
C -1.635 4.099 -0.994 0.353
C -2.732 -2.745 -1.310 -0.645
C -0.202 -1.045 -3.536 -0.605
C 2.525 -2.859 -0.765 0.268
C 5.204 -3.749 -0.618 -0.871
C -3.250 6.049 -3.872 -0.631
C -3.239 7.339 -1.829 -0.590
C 5.827 0.395 2.898 0.614
C 4.139 -4.614 -0.335 -0.494
C -2.618 6.268 -1.220 -0.047
H -4.044 8.037 -3.691 0.358
H -3.127 1.115 0.122 0.058
H -1.680 -4.978 4.761 0.412
H 2.006 -4.847 -0.183 0.562
H 0.827 1.725 -3.854 0.383
H -1.375 -2.992 -4.910 0.353
H -2.242 2.015 1.316 0.081
H 0.276 -1.335 -4.489 0.105
H 3.037 1.617 -2.505 0.546
H 6.228 -4.091 -0.537 0.361
H -4.014 2.041 1.360 0.414
H -4.917 0.717 3.146 0.473
H -4.022 -4.359 -1.840 0.410
H 4.131 -0.192 -2.145 0.252
H 1.537 1.957 -1.603 0.090
H -2.382 4.063 -3.755 0.459
H -3.508 5.973 -4.922 0.364
H -3.470 8.239 -1.274 0.393
H 0.150 1.983 3.128 0.342
H 4.347 -5.634 -0.032 0.384
H -4.832 -1.289 4.585 0.312
H -3.082 -2.669 -0.287 0.368
H -3.157 -4.540 -4.159 0.360
H 5.728 -1.766 -1.230 0.367
H 1.854 0.288 -4.148 0.459
```


2.
DFT (wB97M-V/def2-TZVPD) results for a structure of composition C40H26F5N3O5PS2Sn.

Summary:
**Frontier orbital gap (alpha / beta)**: 4.603 / 5.973 eV
**Total charge**: +1
**E_LUMO (alpha / beta)**: -4.921 / -4.466 eV
**ΔE to the lowest compared entry with this formula, charge and spin**: 43.51 kJ/mol

```
83
Properties=species:S:1:pos:R:3:mulliken_charge:R:1
Sn -0.241 0.642 0.078 1.116
S -2.331 1.814 1.172 -0.283
S 0.710 1.578 -2.576 1.399
P 2.459 0.272 -0.236 1.371
F -4.310 7.014 -0.651 -0.274
F -4.811 2.375 -0.341 -0.295
F -1.909 6.859 0.584 -0.291
F -5.756 4.769 -1.127 -0.277
F -0.965 4.470 1.398 -0.305
O 0.106 2.198 -3.704 -0.676
O 1.103 -8.681 0.762 -0.425
O 0.688 2.364 -1.317 -0.660
O 0.186 0.221 -2.243 -0.652
O 0.313 -0.367 2.159 -0.287
N -2.655 -5.744 3.495 -0.523
N -2.603 -4.580 3.892 -0.213
N -1.075 -1.725 0.301 0.280
C 4.658 -3.106 0.614 -0.849
C 4.389 1.558 -4.227 -0.635
C -1.707 -2.406 -0.638 -0.466
C -0.498 -1.237 2.561 0.302
C -4.092 3.465 -0.098 0.197
C 3.884 -4.090 0.013 -0.563
C 4.259 -1.778 0.571 -0.044
C 2.299 -2.424 -0.674 -0.705
C -2.051 -3.460 3.408 -0.054
C 4.207 2.898 3.079 -0.571
C 0.643 -6.757 2.153 -0.360
C -4.586 4.689 -0.505 0.292
C -2.016 -7.604 2.162 -0.220
C -2.663 -3.872 0.988 -0.400
C 0.262 -7.908 1.450 0.855
C -2.618 5.756 0.373 0.198
C 3.075 -1.433 -0.075 0.512
C 2.444 1.332 -2.861 0.314
C 2.706 -3.747 -0.636 -0.713
C -2.142 4.528 0.787 0.014
C -1.978 -3.169 1.989 0.348
C 4.082 3.399 1.792 -0.791
C -0.307 -6.020 2.824 -0.432
C 3.231 1.276 1.051 0.454
C -2.869 3.356 0.568 0.354
C 2.470 -8.304 0.670 -0.586
C 3.591 2.594 0.776 -0.711
C -1.577 -2.499 4.333 -0.475
C 3.825 1.592 3.360 -0.883
C -3.848 5.839 -0.264 0.470
C 3.020 1.703 -4.061 -0.455
C -1.189 -2.082 1.587 0.685
C 5.163 1.051 -3.192 -0.757
C -1.654 -6.417 2.819 -0.067
C 4.577 0.677 -1.992 -0.433
C -1.078 -8.323 1.470 -0.691
C 3.203 0.814 -1.815 -0.140
C 3.323 0.784 2.354 -0.406
C -0.819 -1.438 3.932 -1.094
C -2.512 -3.503 -0.330 -1.220
H 0.000 -5.148 3.387 0.440
H -3.028 -4.033 -1.117 0.466
H 4.871 -1.019 1.041 0.486
H 4.362 4.422 1.579 0.452
H 2.966 -8.381 1.640 0.353
H -1.579 -2.053 -1.655 0.617
H -3.332 -4.681 1.251 0.659
H 4.210 -5.122 0.046 0.418
H 5.187 0.282 -1.189 0.424
H 2.928 -8.997 -0.027 0.276
H 2.107 -4.506 -1.122 0.460
H 2.388 2.106 -4.843 0.565
H 6.232 0.946 -3.316 0.437
H -3.050 -7.921 2.195 0.488
H 2.986 -0.220 2.577 0.600
H -1.344 -9.224 0.933 0.461
H 4.591 3.528 3.869 0.428
H 2.572 -7.287 0.286 0.088
H -1.766 -2.678 5.384 0.488
H 1.384 -2.142 -1.185 0.425
H 1.676 -6.442 2.191 0.462
H 4.855 1.844 -5.160 0.417
H -0.410 -0.740 4.650 0.511
H 3.476 2.985 -0.228 0.426
H 3.911 1.207 4.367 0.432
H 5.580 -3.373 1.115 0.442
```


3.
DFT (wB97M-V/def2-TZVPD) results for a structure of composition C40H27Br2CeIN7O in a non-equilibrium geometry.

Summary:
**Frontier orbital gap (alpha / beta)**: 6.451 / 6.460 eV
**Total charge**: +2
**E_LUMO (alpha / beta)**: -5.910 / -5.901 eV
**Spin multiplicity**: 2
**ΔE to the lowest compared entry with this formula, charge and spin**: 0.00 kJ/mol

```
79
Properties=species:S:1:pos:R:3:mulliken_charge:R:1
Ce -0.198 -1.427 0.366 0.578
I 1.946 -2.165 2.635 0.486
Br 0.327 7.364 -0.178 -0.145
Br 4.232 -2.276 5.260 -0.172
O 1.581 -0.574 -0.376 -0.324
N -1.226 -2.815 2.321 0.135
N -0.842 0.444 -1.123 0.129
N -1.181 -3.332 -0.910 -0.094
N 1.293 2.578 -5.031 -0.409
N -1.236 -0.055 2.198 0.240
N -2.550 -4.821 -1.798 0.034
N 0.964 3.783 -5.070 -0.422
C -1.028 -3.314 -2.315 0.565
C 0.172 1.582 -3.018 0.501
C 4.394 1.383 2.361 -0.736
C -1.836 -2.118 3.313 -0.056
C -2.001 0.989 -1.434 -0.279
C -2.478 0.050 4.259 1.070
C -3.044 -1.974 5.448 -0.941
C -1.464 -4.814 3.621 -1.185
C 4.267 -0.816 4.072 -0.188
C -0.252 -2.750 -4.484 -0.894
C -1.746 2.066 3.179 -1.146
C -0.319 6.359 -2.749 -0.510
C 1.801 4.561 -2.828 -0.105
C -1.983 -4.440 -4.255 -1.154
C 0.879 4.600 -3.872 0.065
C 1.333 1.814 -3.807 -0.245
C -1.169 1.269 2.194 -0.166
C -1.889 -4.241 -2.880 0.521
C -1.866 -0.672 3.234 -0.086
C -1.107 2.090 -3.339 -0.588
C -2.182 1.819 -2.542 -1.316
C -2.356 -2.745 4.448 1.078
C 2.480 1.146 -3.499 -0.631
C 0.573 6.276 -1.696 0.045
C -1.028 -4.112 2.498 -0.493
C 3.447 0.395 2.137 -0.084
C 5.206 0.184 4.283 -0.397
C -1.155 -3.671 -5.043 -0.527
C -2.098 -4.252 -0.674 -0.603
C 1.656 5.412 -1.743 -0.662
C -2.155 -4.130 4.584 -0.679
C 3.397 -0.691 2.996 0.372
C -3.113 -0.638 5.350 -0.902
C 5.269 1.275 3.430 -0.632
C -0.141 5.537 -3.854 -0.168
C 2.576 0.346 -2.344 -0.448
C 1.509 0.163 -1.515 0.738
C 0.268 0.746 -1.887 0.349
C -0.171 -2.562 -3.121 -0.140
C -2.417 1.455 4.201 -0.601
H -3.166 2.210 -2.768 0.461
H -0.632 1.721 1.371 0.643
H -2.667 -5.162 -4.687 0.420
H -3.624 -0.051 6.106 0.436
H 5.887 0.097 5.119 0.407
H 0.558 -1.880 -2.708 0.492
H 0.401 -2.188 -5.141 0.491
H -2.468 -4.531 0.301 0.593
H -0.486 -4.629 1.713 0.771
H 2.381 5.408 -0.939 0.492
H -1.241 2.685 -4.233 0.660
H 2.774 0.456 1.296 0.369
H 4.450 2.234 1.692 0.452
H -2.529 -4.638 5.467 0.459
H -1.253 -5.872 3.714 0.476
H 3.347 1.284 -4.138 0.548
H -3.242 -5.552 -1.845 0.235
H -2.890 2.041 4.984 0.455
H 2.659 3.906 -2.885 0.514
H 3.511 -0.144 -2.093 0.606
H -3.492 -2.495 6.287 0.442
H -1.192 -3.786 -6.120 0.421
H -2.840 0.745 -0.794 0.563
H -1.660 3.144 3.120 0.472
H -1.133 7.071 -2.718 0.460
H -0.808 5.604 -4.707 0.486
H 6.014 2.041 3.604 0.400
```


Question: The highest total charge belongs to which entry?
Answer: C40H27Br2CeIN7O